1.
The following is a quantum chemistry calculation of C6H6 as an isolated structure in a non-equilibrium geometry, from OMol25.

Geometry (Å):
C: -0.129 -0.034 -1.483
C: 0.709 -0.975 -1.449
C: -1.126 0.991 -1.183
C: -1.085 0.646 0.088
C: -0.110 -0.556 0.135
C: 1.128 -0.269 0.936
H: -1.514 1.669 -1.853
H: -1.544 0.817 1.040
H: -0.640 -1.446 0.304
H: 1.554 0.773 1.059
H: 1.794 -1.035 0.441
H: 0.963 -0.580 1.965

As for the multiplicity: 1. For the energy above the lowest of the compared OMol25 structures with the same formula, charge and spin, the calculation gives 143.3 kcal per mole. The HOMO energy comes out at -9.19 eV. The calculation puts the calculated total energy at -6312.985 eV. The value obtained for the LUMO energy is 0.977 eV. For the largest force on an atom, the calculation gives 3.3 eV/A.


2.
The following is a quantum chemistry calculation of one molecule with the formula C6H6, from OMol25.

Geometry (Å):
C: 2.217 -0.910 0.139
C: 1.057 -0.656 0.332
C: -0.335 -0.176 0.410
C: -1.202 -0.882 -0.652
C: -0.245 1.294 0.306
C: -0.018 2.476 0.329
H: 3.252 -1.085 -0.045
H: -0.757 -0.398 1.400
H: -0.649 -0.989 -1.588
H: -1.460 -1.885 -0.296
H: -2.127 -0.334 -0.848
H: 0.218 3.517 0.361

As for the multiplicity: 1. For the energy above the lowest of the compared OMol25 structures with the same formula, charge and spin, the calculation gives 91.4 kcal per mole. The HOMO energy comes out at -9.90 eV. The calculation puts the calculated total energy at -6315.235 eV. The value obtained for the LUMO energy is 1.031 eV. As for the SMILES: C#CC(C)C#C. For the largest force on an atom, the calculation gives 0.6 eV/A.


3.
The following is a quantum chemistry calculation of one molecule with the formula C6H6, from OMol25.

Geometry (Å):
C: 2.169 -0.781 0.383
C: 0.969 -0.707 0.440
C: -0.431 -0.233 0.444
C: -1.294 -0.853 -0.667
C: -0.227 1.224 0.294
C: 0.249 2.321 0.154
H: 3.235 -0.756 0.327
H: -0.899 -0.448 1.414
H: -0.848 -0.660 -1.646
H: -1.374 -1.936 -0.528
H: -2.301 -0.425 -0.651
H: 0.753 3.254 0.036

As for the multiplicity: 1. For the energy above the lowest of the compared OMol25 structures with the same formula, charge and spin, the calculation gives 95.2 kcal per mole. The HOMO energy comes out at -9.66 eV. The calculation puts the calculated total energy at -6315.072 eV. The value obtained for the LUMO energy is 0.996 eV. As for the SMILES: C#CC(C)C#C. For the largest force on an atom, the calculation gives 0.6 eV/A.


4.
The following is a quantum chemistry calculation of one molecule with the formula C6H6, from OMol25.

Geometry (Å):
C: -0.367 2.779 -2.729
C: -0.052 2.019 -1.848
C: 0.208 1.154 -0.802
C: 0.303 0.418 0.152
C: 0.187 -0.460 1.318
C: 0.051 -1.949 0.955
H: -0.683 3.450 -3.496
H: 1.027 -0.304 2.003
H: -0.710 -0.130 1.854
H: -0.523 -2.474 1.724
H: -0.469 -2.072 0.001
H: 1.027 -2.431 0.869

As for the multiplicity: 1. For the energy above the lowest of the compared OMol25 structures with the same formula, charge and spin, the calculation gives 82.0 kcal per mole. The HOMO energy comes out at -9.24 eV. The calculation puts the calculated total energy at -6315.645 eV. The value obtained for the LUMO energy is 0.964 eV. As for the SMILES: C#CC#CCC. For the largest force on an atom, the calculation gives 0.5 eV/A.


5.
The following is a quantum chemistry calculation of one molecule with the formula C6H6, from OMol25.

Geometry (Å):
C: 1.850 1.058 -0.054
C: 1.768 -0.107 -0.347
C: 1.213 -1.443 -0.655
C: -0.230 -1.155 -0.494
C: -1.061 -0.322 -0.228
C: -1.919 0.801 0.117
H: 1.855 2.092 0.211
H: 1.469 -1.773 -1.668
H: 1.571 -2.209 0.041
H: -1.669 1.175 1.117
H: -1.769 1.623 -0.593
H: -2.968 0.507 0.101

As for the multiplicity: 1. For the energy above the lowest of the compared OMol25 structures with the same formula, charge and spin, the calculation gives 100.0 kcal per mole. The HOMO energy comes out at -9.13 eV. The calculation puts the calculated total energy at -6314.865 eV. The value obtained for the LUMO energy is 0.987 eV. As for the SMILES: C#CCC#CC. For the largest force on an atom, the calculation gives 0.6 eV/A.


6.
The following is a quantum chemistry calculation of C6H6 as an isolated structure in a non-equilibrium geometry, from OMol25.

Geometry (Å):
C: 2.440 0.625 0.182
C: 1.778 -0.434 -0.095
C: 0.830 0.924 0.225
C: 0.664 -1.305 -0.379
C: -0.116 -0.325 0.058
C: -1.603 -0.036 0.062
H: 0.600 1.283 1.229
H: 0.779 1.684 -0.670
H: 0.516 -2.308 -0.592
H: -1.973 1.000 0.481
H: -2.151 -0.898 0.554
H: -1.765 -0.210 -1.056

As for the multiplicity: 1. For the energy above the lowest of the compared OMol25 structures with the same formula, charge and spin, the calculation gives 147.4 kcal per mole. The HOMO energy comes out at -8.75 eV. The calculation puts the calculated total energy at -6312.810 eV. The value obtained for the LUMO energy is 0.675 eV. For the largest force on an atom, the calculation gives 3.4 eV/A.


7.
The following is a quantum chemistry calculation of a 2-piece molecular cluster, C6H6 overall, from OMol25.

Geometry (Å):
C: -0.243 0.916 1.186
C: 1.591 -0.119 1.388
C: 2.162 -1.038 0.661
C: 1.047 -0.800 -0.143
C: -0.034 -0.377 -0.605
C: -1.162 -0.235 -1.530
H: -0.763 0.265 1.882
H: -0.896 1.313 0.409
H: 0.293 1.726 1.661
H: -1.103 0.687 -2.120
H: -2.123 -0.257 -1.002
H: -1.146 -1.084 -2.221

As for the multiplicity: 1. For the energy above the lowest of the compared OMol25 structures with the same formula, charge and spin, the calculation gives 216.1 kcal per mole. The HOMO energy comes out at -8.72 eV. The calculation puts the calculated total energy at -6309.831 eV. The value obtained for the LUMO energy is -0.472 eV. For the largest force on an atom, the calculation gives 0.7 eV/A.


8.
The following is a quantum chemistry calculation of one molecule with the formula C6H6 in a non-equilibrium geometry, from OMol25.

Geometry (Å):
C: 3.601 0.043 0.210
C: 2.467 -0.278 0.003
C: 1.203 -0.639 -0.271
C: 0.054 -0.897 -0.514
C: -1.262 -0.624 0.016
C: -1.775 0.794 -0.217
H: 4.603 0.301 0.369
H: -1.905 -1.335 -0.451
H: -1.159 -0.825 1.090
H: -2.811 0.885 0.123
H: -1.162 1.519 0.319
H: -1.775 1.046 -1.277

As for the multiplicity: 1. For the energy above the lowest of the compared OMol25 structures with the same formula, charge and spin, the calculation gives 95.7 kcal per mole. The HOMO energy comes out at -9.25 eV. The calculation puts the calculated total energy at -6315.049 eV. The value obtained for the LUMO energy is 0.577 eV. As for the SMILES: C#CC#CCC. For the largest force on an atom, the calculation gives 1.6 eV/A.